[1]
Computed, not measured: 2 unconnected molecules or ions with the total composition C3H12N3O, with ωB97M-V/def2-TZVPD.

Its expectation value of S² is 0.75. The HOMO energy (alpha / beta) is -2.784 / -8.906 eV. The HOMO-LUMO gap (alpha / beta) comes out at 3.51 / 9.50 eV. The calculation puts the energy above the lowest of the compared OMol25 structures with the same formula, charge and spin at 199.6 kJ/mol. The calculation puts the electronic energy at -9819.2980 eV. As for the charge: 0. The calculation puts the largest force on an atom at 2.29 eV Å⁻¹. The spin multiplicity is 2.

Geometry as XYZ:
```
19
Properties=species:S:1:pos:R:3:lowdin_charge:R:1
C -0.7828 -1.2794 1.3754 -0.257
C -1.7350 -1.1992 0.4256 -0.239
N -2.6627 -2.2078 0.1424 0.025
N 0.0703 -0.1281 1.6788 0.006
H -0.6139 -2.1455 2.0070 0.084
H -1.8664 -0.3117 -0.1723 0.094
H -2.9333 -2.2417 -0.8416 0.083
H -2.3976 -3.1602 0.4569 0.101
H 0.9458 -0.4385 2.0376 -0.009
H -0.3275 0.5022 2.3819 0.015
H 0.2948 0.4804 0.7637 0.068
N 0.5038 1.2459 -0.6306 -0.011
C 1.8844 1.5510 -1.0494 -0.365
O 1.9315 1.8022 -2.4644 -0.082
H -0.0631 2.0993 -0.7468 0.096
H 0.1263 0.6080 -1.3448 0.096
H 2.2469 2.4338 -0.5009 0.108
H 2.5133 0.6930 -0.7734 0.091
H 2.8654 1.6961 -2.7451 0.095
```

[2]
Computed, not measured: a molecular structure, C34H44I3N3OOsP2Si2, with ωB97M-V/def2-TZVPD.

The HOMO energy (alpha / beta) is -13.556 / -13.558 eV. The HOMO-LUMO gap (alpha / beta) comes out at 6.47 / 6.47 eV. The calculation puts the energy above the lowest of the compared OMol25 structures with the same formula, charge and spin at 187.3 kJ/mol. The calculation puts the electronic energy at -103580.3871 eV. As for the charge: +2. The calculation puts the largest force on an atom at 3.84 eV Å⁻¹.

Geometry as XYZ:
```
90
Properties=species:S:1:pos:R:3:lowdin_charge:R:1
Os -1.4182 -0.6967 -0.0108 1.011
C -0.9225 3.1269 -2.4728 -0.144
Si -2.0599 2.3631 -1.1885 0.414
C -3.0757 3.5271 -0.1055 -0.155
C -3.3070 1.2437 -2.0578 -0.220
N -1.0989 1.2343 -0.1702 -0.446
P -0.0032 1.5387 1.0445 0.738
C 0.9682 0.1222 1.3192 -0.209
P 1.4741 -0.8430 -0.0341 0.721
N 0.2142 -1.1166 -1.0586 -0.409
Si 0.3352 -1.9631 -2.6407 0.425
C -0.2807 -3.7207 -2.3626 -0.162
C -0.7442 -0.9888 -3.8283 -0.149
C 2.0904 -2.1196 -3.2908 -0.140
C 2.0690 -2.4210 0.6004 -0.289
C 3.1513 -3.1213 0.0740 -0.084
C 3.4681 -4.3752 0.5754 -0.052
C 2.7086 -4.9341 1.5930 -0.051
C 1.6304 -4.2359 2.1245 -0.077
C 1.3094 -2.9845 1.6281 -0.118
C 2.7753 0.0991 -0.8416 -0.328
C 2.3755 1.0318 -1.8001 -0.109
C 3.3192 1.8464 -2.3986 -0.050
C 4.6556 1.7388 -2.0305 -0.045
C 5.0485 0.8275 -1.0597 -0.046
C 4.1084 0.0094 -0.4491 -0.073
C -0.9281 1.8078 2.5886 -0.312
C -1.2703 3.0798 3.0365 -0.062
C -1.9971 3.2322 4.2093 -0.044
C -2.3714 2.1205 4.9466 -0.049
C -2.0178 0.8481 4.5173 -0.099
C -1.2996 0.6888 3.3418 -0.242
C 1.0111 3.0116 0.7981 -0.289
C 0.4817 4.2607 0.4767 -0.115
C 1.3222 5.3529 0.3371 -0.047
C 2.6904 5.2076 0.5229 -0.042
C 3.2185 3.9723 0.8682 -0.047
C 2.3827 2.8777 1.0126 -0.074
H -1.4785 3.8549 -3.0686 0.051
H -0.5605 2.3557 -3.1565 0.023
H -0.0602 3.6344 -2.0450 0.018
H -3.9400 3.8642 -0.6824 0.049
H -2.5525 4.4243 0.2261 0.023
H -3.4470 3.0162 0.7848 0.016
H -3.5983 1.6659 -3.0228 0.058
H -4.2196 1.1411 -1.4683 -0.003
H -2.8957 0.2519 -2.2504 -0.081
H -1.3112 -3.7404 -2.0054 0.010
H 0.3790 -4.2173 -1.6444 0.028
H -0.2323 -4.2881 -3.2946 0.052
H -1.7537 -0.8375 -3.4441 -0.006
H -0.8326 -1.5311 -4.7725 0.049
H -0.3114 -0.0116 -4.0524 0.031
H 2.6426 -2.8998 -2.7661 0.029
H 2.6694 -1.1998 -3.2542 0.025
H 2.0281 -2.4245 -4.3387 0.053
H 3.7565 -2.6839 -0.7091 0.099
H 4.3166 -4.9129 0.1734 0.118
H 2.9667 -5.9099 1.9828 0.117
H 1.0559 -4.6573 2.9397 0.087
H 0.4870 -2.4161 2.0469 0.032
H 1.3248 1.0959 -2.0675 0.090
H 3.0172 2.5636 -3.1508 0.118
H 5.3963 2.3716 -2.5014 0.118
H 6.0897 0.7474 -0.7762 0.118
H 4.4093 -0.6806 0.3289 0.114
H -0.9475 3.9548 2.4878 0.097
H -2.2612 4.2232 4.5534 0.119
H -2.9176 2.2437 5.8725 0.119
H -2.2863 -0.0184 5.1076 0.092
H -0.9579 -0.2912 3.0354 0.014
H -0.5818 4.3884 0.3336 0.068
H 0.9092 6.3210 0.0864 0.119
H 3.3431 6.0629 0.4103 0.119
H 4.2825 3.8602 1.0295 0.118
H 2.7874 1.9179 1.3070 0.097
I -4.5501 -2.0331 -1.5190 0.912
C -5.2487 -0.9112 0.1517 -0.998
I -3.6454 -0.2861 1.4713 1.100
H -5.9339 -1.5208 0.7294 -0.021
H -5.7406 -0.0162 -0.2106 -0.026
N -1.4824 -5.0375 0.5882 0.246
C -2.0041 -3.8879 0.9944 -0.649
O -1.7202 -2.8174 0.4376 -0.283
C -2.9254 -3.9506 2.1768 -0.510
I -1.8513 -3.1985 3.8784 0.982
H -0.8533 -5.0407 -0.1996 0.100
H -1.7426 -5.9155 1.0033 0.138
H -3.2409 -4.9605 2.4153 0.061
H -3.7906 -3.3113 2.0336 0.020
```

[3]
Computed, not measured: a molecular structure, C4H11N2, with ωB97M-V/def2-TZVPD.

The HOMO energy is -14.124 eV. The HOMO-LUMO gap comes out at 10.18 eV. The calculation puts the energy above the lowest of the compared OMol25 structures with the same formula, charge and spin at 368.5 kJ/mol. The calculation puts the electronic energy at -7297.1288 eV. As for the charge: +1. The calculation puts the largest force on an atom at 5.86 eV Å⁻¹.

Geometry as XYZ:
```
17
Properties=species:S:1:pos:R:3:lowdin_charge:R:1
C -2.4933 -0.6230 -0.0954 0.131
C 2.2294 0.2317 -0.3077 -0.064
C -1.1367 1.1974 0.3033 -0.065
C 0.2315 -1.3099 0.0371 0.007
N 1.3917 -0.7069 0.3853 -0.072
N -1.2782 -0.2164 -0.0177 -0.085
H -3.2790 -0.0230 -0.0282 0.066
H -2.5505 -1.6232 -0.3611 0.093
H 2.1789 1.1533 0.1843 0.062
H 3.3353 0.0801 -0.1263 0.126
H 1.8877 0.1789 -1.2964 0.082
H -1.0031 1.2056 1.3552 0.073
H -0.1197 1.7164 -0.0778 0.129
H -2.0838 1.8490 -0.0529 0.151
H 0.2843 -1.6043 -1.0461 0.157
H 1.7415 -0.6331 1.2981 0.126
H -0.0554 -1.9456 0.7451 0.082
```

[4]
Computed, not measured: a molecular structure, C16H24N2O4S2, with ωB97M-V/def2-TZVPD.

The HOMO energy is -8.878 eV. The HOMO-LUMO gap comes out at 8.32 eV. The calculation puts the energy above the lowest of the compared OMol25 structures with the same formula, charge and spin at 1914.8 kJ/mol. The calculation puts the electronic energy at -49802.7354 eV. As for the charge: 0. The calculation puts the largest force on an atom at 19.19 eV Å⁻¹.

Geometry as XYZ:
```
48
Properties=species:S:1:pos:R:3:lowdin_charge:R:1
O -2.0068 -1.2607 -1.2265 -0.213
S -1.6371 -0.7451 -0.0077 0.530
O -1.8512 -1.4781 1.1143 -0.218
N -2.5041 0.6766 0.1960 -0.230
C -2.9405 1.2781 -1.0946 -0.134
H -3.2759 2.3749 -0.5489 0.188
C -4.2281 0.7191 -1.5637 -0.311
H -4.7187 1.6822 -2.3179 0.199
C -5.1305 0.0159 -0.9744 -0.237
C -5.4942 0.6020 0.4179 -0.195
C -4.6661 0.5184 1.6161 -0.197
H -5.1630 0.7549 2.4305 0.057
C -3.2030 0.7807 1.3654 -0.295
H -2.5581 0.6535 2.3002 0.144
H -3.3079 2.0323 1.4731 0.168
H -4.5465 -0.7946 1.7818 0.186
H -5.5699 1.5680 0.3509 0.049
H -6.5681 0.2275 0.7588 0.166
H -5.8450 -0.1399 -1.5563 0.059
H -4.6042 -0.9030 -0.5301 0.164
H -3.7889 0.2045 -2.6114 0.170
H -2.2102 1.6315 -1.4385 -0.003
C -0.0851 -0.0724 0.0720 -0.221
C 0.4945 0.0480 1.4033 0.109
C 1.8590 0.6386 1.0039 -0.103
C 2.5773 0.7677 0.0376 -0.354
C 1.8625 0.3935 -1.1676 -0.086
C 0.5863 0.2663 -1.2128 -0.028
H -0.0641 -0.0997 -1.9915 0.117
H 2.4072 0.7976 -2.0027 0.115
S 4.2167 1.4252 0.0154 0.774
O 4.3969 2.0402 -1.2589 -0.282
O 4.4797 1.9676 1.3567 -0.308
N 5.1593 -0.1578 -0.0393 -0.247
C 5.0725 -1.0175 1.0988 -0.294
H 4.8120 -0.2083 2.0151 0.172
H 6.1385 -1.3322 1.1100 0.139
C 4.1594 -2.0631 0.9159 -0.115
H 4.5035 -3.0037 1.0173 0.072
H 3.0429 -1.8027 1.1440 0.140
C 4.2311 -2.0777 -0.7277 -0.128
H 4.3708 -2.8484 -1.1055 -0.038
H 3.0451 -1.8542 -1.2259 0.185
C 5.0376 -0.9652 -1.1955 -0.262
H 4.6312 -0.1297 -2.1066 0.181
H 6.2458 -1.2503 -1.4802 0.177
H 2.4740 0.5324 2.2119 0.204
H 0.1636 -0.3930 2.1769 0.033
```